# 1
This record from the Open Molecules 2025 dataset describes C20H42BrInN3O4 as an isolated structure. The level of theory is the ωB97M-V functional and the def2-TZVPD basis.

XYZ file:
```
71
Properties=species:S:1:pos:R:3
Br 4.049 -0.783 -0.197
C 2.999 0.493 -1.369
C 3.749 1.942 -1.587
C 3.261 3.125 -0.556
In 1.283 3.953 -1.412
C -0.265 2.309 -1.034
C -0.717 1.945 0.486
C -1.785 0.720 0.469
C -2.240 0.069 -0.925
N -1.891 0.400 -2.335
C -0.911 1.518 -2.269
H 1.925 0.586 -0.859
H 2.789 -0.012 -2.430
H 4.915 1.791 -1.383
H 3.571 2.318 -2.687
H 4.043 3.989 -0.396
H 2.987 2.728 0.534
H 0.770 5.444 -0.503
H 1.432 4.426 -3.137
H -0.267 2.496 1.414
H -2.226 0.309 1.486
H -2.999 -0.851 -0.831
H -0.540 1.890 -3.344
C 5.586 -0.880 8.113
O 6.532 -0.375 7.180
C 7.107 -1.404 6.365
C 6.716 -1.186 4.895
N 5.288 -1.456 4.689
C 4.806 -1.049 3.364
C 4.792 0.463 3.060
O 3.862 1.200 3.853
C 4.385 1.669 5.088
H 5.251 -0.051 8.742
H 4.715 -1.291 7.593
H 6.039 -1.643 8.751
H 6.832 -2.409 6.707
H 8.195 -1.309 6.456
H 7.306 -1.857 4.261
H 6.962 -0.153 4.631
H 4.753 -0.953 5.395
H 3.777 -1.419 3.282
H 5.388 -1.568 2.595
H 4.453 0.578 2.021
H 5.791 0.910 3.099
H 5.452 1.901 5.029
H 4.195 0.939 5.877
H 3.850 2.584 5.356
C -4.843 0.965 -3.731
O -6.059 0.789 -4.445
C -5.859 0.217 -5.744
C -6.531 -1.163 -5.817
N -5.812 -2.138 -4.987
C -6.528 -3.409 -4.833
C -7.850 -3.375 -4.040
O -7.681 -3.065 -2.657
C -7.712 -1.676 -2.357
H -5.070 1.471 -2.789
H -4.388 -0.004 -3.501
H -4.144 1.583 -4.300
H -4.798 0.161 -6.015
H -6.349 0.884 -6.462
H -6.537 -1.507 -6.857
H -7.566 -1.052 -5.481
H -5.663 -1.737 -4.063
H -5.842 -4.091 -4.317
H -6.712 -3.840 -5.824
H -8.267 -4.390 -4.067
H -8.603 -2.729 -4.503
H -8.368 -1.117 -3.030
H -6.701 -1.265 -2.382
H -8.085 -1.558 -1.337
```

Summary:
- LUMO: 2.40 eV
- ΔE to the lowest compared entry with this formula, charge and spin: 6.700 eV
- Strongest force on any atom: 7.62 eV Å⁻¹
- HOMO level: -4.7872 eV
- Total charge: -1
- Orbital gap: 0.2640 hartree

Atomic partial charges in e from the Löwdin method, atoms 1 to 5:
1. Br 0.554
2. C -0.567
3. C -0.381
4. C -0.362
5. In 0.354

# 2
This record from the Open Molecules 2025 dataset describes C20H42CeNOP3 as an isolated structure. The level of theory is the ωB97M-V functional and the def2-TZVPD basis.

XYZ file:
```
68
Properties=species:S:1:pos:R:3
Ce -0.025 -0.216 0.002
P 1.884 1.425 -1.231
P 0.830 1.928 2.138
P 0.005 -2.967 -0.928
H -2.463 1.073 1.739
C -2.649 -0.018 1.557
C -2.146 -1.022 2.316
H -1.617 -0.841 3.271
C 0.507 2.506 -1.764
C 3.242 2.629 -0.996
C 2.225 0.672 -2.876
C 0.164 1.517 3.800
C 2.590 2.208 2.545
C 0.228 3.658 1.956
C -0.761 -4.341 0.038
C 1.333 -4.017 -1.614
C -1.129 -2.730 -2.372
H -3.314 -0.205 0.677
H -2.233 -2.085 1.999
H 0.365 2.447 -2.864
H 0.729 3.559 -1.522
H -0.483 2.366 -1.260
H 3.506 3.096 -1.950
H 4.126 2.117 -0.596
H 2.933 3.420 -0.310
H 2.458 1.471 -3.584
H 1.348 0.126 -3.251
H 3.071 -0.019 -2.820
H 0.074 2.412 4.428
H 0.816 0.791 4.300
H -0.822 1.050 3.702
H 2.713 3.091 3.203
H 3.175 2.365 1.622
H 2.999 1.317 3.054
H 0.488 4.274 2.846
H -0.869 3.645 1.810
H 0.660 4.094 1.033
H -1.429 -4.940 -0.597
H -1.309 -3.967 0.914
H 0.066 -4.982 0.384
H 0.959 -4.580 -2.468
H 1.641 -4.702 -0.823
H 2.169 -3.391 -1.924
H -1.469 -3.693 -2.788
H -0.617 -2.134 -3.146
H -1.994 -2.134 -2.055
C -2.952 0.387 -2.544
C -3.138 1.658 -3.102
C -4.165 1.857 -4.018
C -5.119 0.852 -4.219
C -4.978 -0.382 -3.570
C -3.887 -0.629 -2.715
O -1.750 0.228 -1.805
H -1.520 1.122 -1.554
H -2.445 2.448 -2.838
H -4.206 2.775 -4.574
H -5.984 1.041 -4.845
H -5.722 -1.160 -3.770
H -3.815 -1.587 -2.199
C 3.206 -1.571 5.071
C 3.328 -1.910 3.574
C 2.338 -1.344 2.667
N 1.621 -0.988 1.819
H 3.394 -0.511 5.260
H 3.969 -2.135 5.616
H 2.223 -1.836 5.473
H 4.317 -1.584 3.221
H 3.310 -3.003 3.458
```

Summary:
- Multiplicity: 2
- LUMO (alpha / beta): -9.72 / -9.62 eV
- ΔE to the lowest compared entry with this formula, charge and spin: 0.000 eV
- Strongest force on any atom: 2.21 eV Å⁻¹
- HOMO level (alpha / beta): -16.6315 / -16.6338 eV
- Total charge: +3
- Expectation value of S²: 0.75
- Orbital gap (alpha / beta): 0.2540 / 0.2579 hartree

Atomic partial charges in e from the natural (NBO) method, atoms 1 to 5:
1. Ce 1.458
2. P 0.741
3. P 0.779
4. P 0.683
5. H 0.233

# 3
This record from the Open Molecules 2025 dataset describes C20H42F6N6O12S2Tl as an isolated structure. The level of theory is the ωB97M-V functional and the def2-TZVPD basis.

XYZ file:
```
89
Properties=species:S:1:pos:R:3
Tl -0.748 -0.281 0.654
C -8.251 2.009 -1.477
F -8.403 0.747 -1.939
F -9.116 2.771 -2.126
F -8.406 1.996 -0.187
S -6.417 2.594 -1.964
O -6.500 2.539 -3.431
O -6.189 3.934 -1.434
O -5.467 1.649 -1.317
C 6.372 -2.523 -2.946
F 7.033 -3.569 -3.454
F 7.290 -1.741 -2.316
F 5.838 -1.780 -3.913
S 4.917 -3.039 -1.730
O 3.857 -3.582 -2.517
O 5.565 -3.974 -0.790
O 4.344 -1.831 -1.099
C 1.237 -5.115 6.427
C 1.930 -5.023 5.060
O 1.427 -4.340 4.164
N 3.119 -5.659 4.866
C 3.952 -6.260 5.902
H 1.875 -4.768 7.239
H 1.012 -6.165 6.616
H 0.357 -4.472 6.430
H 3.549 -5.468 3.972
H 4.709 -6.934 5.500
H 3.352 -6.837 6.606
H 4.393 -5.481 6.524
C -2.123 -7.211 -1.861
C -3.184 -6.155 -1.596
O -2.964 -5.022 -1.371
N -4.415 -6.683 -1.469
C -5.646 -6.014 -1.179
H -1.105 -6.858 -2.025
H -2.490 -7.747 -2.736
H -2.062 -7.910 -1.028
H -4.453 -7.665 -1.703
H -5.466 -4.982 -1.479
H -5.959 -6.060 -0.136
H -6.436 -6.344 -1.854
C -0.005 -0.737 -6.966
C -1.216 -1.027 -6.045
O -1.223 -0.722 -4.846
N -2.282 -1.538 -6.663
C -3.550 -1.899 -6.041
H -0.272 -0.797 -8.022
H 0.815 -1.442 -6.829
H 0.310 0.272 -6.698
H -2.161 -1.799 -7.632
H -4.319 -1.205 -6.381
H -3.551 -1.827 -4.953
H -3.859 -2.929 -6.220
C -1.181 6.907 4.259
C -1.886 6.119 3.174
O -1.480 4.992 2.864
N -2.920 6.714 2.484
C -3.568 7.952 2.904
H -0.829 7.844 3.826
H -0.306 6.378 4.636
H -1.786 7.125 5.139
H -3.297 6.207 1.696
H -4.050 7.837 3.874
H -4.416 8.077 2.230
H -2.827 8.748 2.827
C 3.699 4.218 -2.985
C 2.208 4.282 -2.932
O 1.608 3.690 -2.080
N 1.593 5.084 -3.826
C 0.162 5.433 -3.910
H 3.918 3.258 -2.518
H 4.204 4.993 -2.407
H 4.027 4.137 -4.021
H 2.124 5.333 -4.648
H -0.391 4.798 -4.602
H 0.070 6.459 -4.266
H -0.327 5.360 -2.938
C 4.210 0.676 6.309
C 4.128 1.520 5.038
O 3.175 1.452 4.254
N 5.129 2.379 4.887
C 5.297 3.162 3.682
H 4.655 1.240 7.129
H 4.893 -0.123 6.020
H 3.262 0.227 6.605
H 5.826 2.387 5.618
H 6.065 3.916 3.859
H 4.360 3.614 3.358
H 5.637 2.512 2.876
```

Summary:
- LUMO: -9.67 eV
- Strongest force on any atom: 4.12 eV Å⁻¹
- HOMO level: -10.9520 eV
- Total charge: +1
- Orbital gap: 0.0469 hartree

Atomic partial charges in e from the Löwdin method, atoms 1 to 5:
1. Tl 0.971
2. C -0.644
3. F 0.120
4. F 0.161
5. F 0.181

# 4
This record from the Open Molecules 2025 dataset describes a 6-piece molecular cluster, C20H42N2O10 overall. The level of theory is the ωB97M-V functional and the def2-TZVPD basis.

XYZ file:
```
74
Properties=species:S:1:pos:R:3
C -17.536 30.056 -33.897
N -18.034 30.127 -32.493
O -17.275 30.547 -31.614
O -19.230 29.841 -32.265
H -16.545 29.612 -33.993
H -17.550 31.028 -34.392
H -18.321 29.525 -34.435
C -23.213 31.412 -28.178
N -23.399 31.961 -26.787
O -23.281 31.168 -25.849
O -23.712 33.135 -26.724
H -22.889 30.382 -28.030
H -22.438 31.967 -28.706
H -24.134 31.445 -28.761
C -15.687 30.150 -40.144
O -15.442 29.205 -41.190
C -15.587 29.669 -42.520
C -15.217 28.574 -43.527
O -13.947 27.979 -43.247
C -13.559 26.873 -44.003
H -14.939 30.941 -40.085
H -15.804 29.658 -39.179
H -16.691 30.574 -40.179
H -14.955 30.550 -42.629
H -16.618 29.960 -42.719
H -15.156 29.047 -44.507
H -16.009 27.825 -43.520
H -12.616 26.550 -43.560
H -13.201 27.201 -44.978
H -14.288 26.063 -43.990
C -14.506 26.076 -31.619
O -13.924 25.186 -32.466
C -14.450 24.976 -33.772
C -15.887 24.391 -33.841
O -16.781 25.463 -33.430
C -18.120 25.218 -33.564
H -14.775 26.997 -32.136
H -13.841 26.542 -30.892
H -15.374 25.656 -31.109
H -13.739 24.390 -34.356
H -14.365 25.948 -34.258
H -16.071 23.641 -33.072
H -16.111 24.024 -34.843
H -18.515 25.373 -34.568
H -18.668 25.945 -32.965
H -18.412 24.239 -33.185
C -16.733 36.543 -30.300
O -16.846 36.622 -31.695
C -17.984 35.927 -32.289
C -18.150 36.567 -33.654
O -17.212 35.910 -34.571
C -17.124 36.627 -35.787
H -15.982 37.170 -29.818
H -16.537 35.526 -29.961
H -17.672 36.891 -29.871
H -18.866 36.150 -31.689
H -17.766 34.861 -32.217
H -18.097 37.655 -33.651
H -19.150 36.286 -33.985
H -17.192 35.749 -36.429
H -16.250 37.242 -35.998
H -18.041 37.169 -36.019
C -16.657 31.588 -23.244
C -16.195 31.545 -24.541
C -16.923 32.211 -25.548
C -18.052 32.945 -25.279
C -18.560 32.950 -23.969
C -17.840 32.282 -22.969
H -16.111 30.980 -22.538
H -15.261 31.028 -24.707
H -16.754 32.169 -26.614
H -18.526 33.412 -26.130
H -19.423 33.564 -23.758
H -18.269 32.203 -21.981
```

Summary:
- LUMO: -0.18 eV
- ΔE to the lowest compared entry with this formula, charge and spin: 11.202 eV
- Strongest force on any atom: 2.82 eV Å⁻¹
- HOMO level: -9.1355 eV
- SMILES: C[N+](=O)[O-].C[N+](=O)[O-].c1ccccc1.COCCOC.COCCOC.COCCOC
- Orbital gap: 0.3292 hartree

Atomic partial charges in e from the Löwdin method, atoms 1 to 5:
1. C 0.038
2. N -0.409
3. O 0.049
4. O 0.030
5. H 0.100

| no. | total energy (Eh) |
| --- | --- |
| 1 | -4016.2458 |
| 2 | -2415.4924 |
| 3 | -3586.2366 |
| 4 | -1648.7385 |